No. 1
The following is a quantum chemistry calculation of a structure of composition C30H22I2N4O7PdS, from the OMol25 dataset.

Calculated values
E_HOMO   -7.48 eV
2S+1   1
Calculated total energy   -82271.753 eV
Orbital gap   3.5 eV

CARTESIAN COORDINATES (ANGSTROEM)
Pd (-0.0280, 0.2206, -0.1864)
C (-0.2948, 0.5385, -4.2811)
O (-1.4104, -0.3194, -4.4710)
C (-2.1190, -0.8501, -3.4330)
C (-3.0181, -1.8376, -3.7978)
C (-3.8212, -2.4756, -2.8595)
C (-3.7268, -2.1056, -1.5366)
C (-2.8318, -1.1056, -1.1470)
C (-2.8074, -0.6802, 0.2360)
N (-1.9431, 0.1253, 0.7147)
N (-2.1072, 0.5906, 1.9804)
C (-1.1538, 1.4396, 2.3441)
O (-0.1772, 1.7750, 1.6348)
C (-1.2831, 1.9972, 3.7291)
C (-2.2208, 1.5048, 4.6331)
C (-2.3009, 2.0375, 5.9110)
C (-1.4536, 3.0707, 6.2921)
C (-0.5182, 3.5643, 5.3928)
C (-0.4314, 3.0255, 4.1164)
C (-2.0061, -0.4571, -2.0792)
O (-1.1824, 0.5293, -1.7276)
H (0.1162, 0.6800, -5.2803)
H (-0.5903, 1.4997, -3.8657)
H (0.4558, 0.0870, -3.6348)
H (-3.0730, -2.0984, -4.8478)
H (-4.5065, -3.2531, -3.1689)
H (-4.3556, -2.5773, -0.7895)
H (-3.5885, -1.0352, 0.9038)
H (-2.8805, 0.7072, 4.3203)
H (-3.0268, 1.6488, 6.6145)
H (-1.5260, 3.4918, 7.2873)
H (0.1432, 4.3705, 5.6855)
H (0.2897, 3.3953, 3.3988)
I (3.7986, 0.1156, -3.8661)
C (3.9851, -0.0480, -1.9217)
C (5.2618, -0.1504, -1.3118)
C (5.3628, -0.2169, 0.0346)
I (7.2666, -0.3619, 0.8418)
C (4.1918, -0.1984, 0.9157)
C (4.2436, -0.2159, 2.3102)
C (3.0720, -0.2297, 3.0390)
C (1.8542, -0.2400, 2.3669)
N (1.7942, -0.2001, 1.0439)
C (2.9234, -0.1579, 0.3407)
C (2.7455, -0.0410, -1.1191)
O (1.6340, 0.0978, -1.6087)
H (6.1383, -0.2003, -1.9382)
H (5.2022, -0.2079, 2.8111)
H (3.0881, -0.2348, 4.1197)
H (0.9140, -0.2851, 2.8987)
N (-0.7152, -3.4413, -0.5641)
C (0.4454, -3.4478, -1.3301)
C (0.4213, -2.9554, -2.6375)
C (1.5928, -2.8684, -3.3691)
C (2.7980, -3.2748, -2.8076)
C (2.8273, -3.7904, -1.5139)
C (1.6558, -3.8846, -0.7829)
S (4.3165, -3.1498, -3.7068)
O (3.9973, -2.1549, -4.7957)
O (5.2906, -2.6111, -2.7746)
O (4.6049, -4.4358, -4.2741)
H (-1.5657, -3.5504, -1.0987)
H (-0.6914, -4.0794, 0.2168)
H (-0.5222, -2.6431, -3.0736)
H (1.5769, -2.4942, -4.3850)
H (3.7701, -4.1296, -1.1020)
H (1.6698, -4.2940, 0.2212)

***

No. 2
The following is a quantum chemistry calculation of a structure of composition C5H8O2, from the OMol25 dataset.

Calculated values
E_HOMO   -9.48 eV
2S+1   1
Calculated total energy   -9407.413 eV
Orbital gap   10.5 eV

CARTESIAN COORDINATES (ANGSTROEM)
O (2.1141, -1.0409, 0.1820)
C (0.9443, -0.3012, 0.4242)
C (0.7307, 1.0668, -0.2568)
C (-0.8463, 0.9145, -0.4015)
C (-1.4292, -0.1146, 0.6327)
C (-0.3809, -0.9362, -0.0886)
O (-0.7330, -0.2210, -1.3079)
H (2.0865, -1.3865, -0.7181)
H (0.9321, -0.1613, 1.5104)
H (1.1464, 1.9533, 0.2182)
H (1.2105, 0.9778, -1.2498)
H (-1.5404, 1.7051, -0.7238)
H (-1.4064, -0.0159, 1.7220)
H (-2.4248, -0.4283, 0.2970)
H (-0.4035, -2.0116, -0.2402)

***

No. 3
The following is a quantum chemistry calculation of a cluster of 2 separate species, C20H17FN4O2 in total, from the OMol25 dataset.

Calculated values
E_HOMO   -7.74 eV
2S+1   1
Calculated total energy   -33788.077 eV
Orbital gap   6.5 eV

CARTESIAN COORDINATES (ANGSTROEM)
F (2.9577, 2.8087, 2.4490)
C (2.4994, 1.5060, 2.4599)
C (3.4572, 0.4834, 2.5253)
C (2.9467, -0.8461, 2.5778)
C (1.5994, -1.0820, 2.3588)
C (0.6597, -0.0256, 2.1265)
C (-0.7013, -0.3624, 1.6874)
C (-1.9115, 0.2687, 2.2079)
C (-3.0889, -0.5302, 2.3443)
C (-4.3371, 0.0682, 2.4939)
C (-4.4590, 1.4711, 2.5128)
C (-3.2993, 2.2392, 2.5937)
C (-2.0306, 1.6549, 2.5127)
C (1.1417, 1.2981, 2.2481)
H (4.5050, 0.7088, 2.6854)
H (3.6716, -1.6685, 2.5819)
H (1.2487, -2.1223, 2.3710)
H (-0.8250, -1.4508, 1.6117)
H (-2.9908, -1.6188, 2.3064)
H (-5.2266, -0.5586, 2.4696)
H (-5.4573, 1.9290, 2.5839)
H (-3.3882, 3.3318, 2.6259)
H (-1.1635, 2.2856, 2.6804)
H (0.4770, 2.1491, 2.1158)
C (3.0338, -2.3337, -2.8625)
N (1.8698, -1.4861, -2.6870)
C (1.4090, -0.8917, -3.8541)
O (1.9296, -1.0602, -4.9432)
N (0.2740, -0.0386, -3.7569)
C (-0.2577, 0.5827, -4.9836)
C (-0.2947, 0.1299, -2.5226)
C (0.1681, -0.5095, -1.3223)
C (1.2895, -1.3851, -1.4141)
O (1.7310, -1.9971, -0.4674)
N (-0.6995, -0.1999, -0.3062)
C (-1.6079, 0.6440, -0.8663)
N (-1.3815, 0.8488, -2.2124)
H (3.2536, -2.7062, -1.8521)
H (2.7627, -3.1383, -3.5727)
H (3.8408, -1.7066, -3.2866)
H (-1.1338, 1.1624, -4.6959)
H (0.5111, 1.2168, -5.4368)
H (-0.5135, -0.1945, -5.7119)
H (-2.4694, 1.1256, -0.3753)

***

No. 4
The following is a quantum chemistry calculation of a structure of composition C60H50BBaBrN8O3P2, from the OMol25 dataset.

Calculated values
Net charge   -1
<S²>   0.7702
E_HOMO (alpha / beta)   -2.67 / -5.18 eV
2S+1   2
Calculated total energy   -171089.709 eV
Orbital gap (alpha / beta)   4.7 / 7.3 eV

CARTESIAN COORDINATES (ANGSTROEM)
Ba (-0.1446, 0.5569, -0.0896)
O (2.7923, -0.8171, 2.7942)
C (3.0189, 0.2033, 3.7006)
C (3.0673, -0.0366, 5.0629)
C (3.2903, 1.0361, 5.9179)
C (3.4544, 2.3154, 5.4065)
C (3.3725, 2.5252, 4.0350)
C (3.1409, 1.4761, 3.1512)
P (2.9016, 1.6087, 1.3283)
C (4.4966, 0.9504, 0.7136)
C (5.6695, 0.9983, 1.4684)
C (6.8574, 0.4962, 0.9594)
C (6.8860, -0.0527, -0.3191)
C (5.7278, -0.0970, -1.0785)
C (4.5346, 0.3980, -0.5616)
C (3.0510, 3.4163, 1.0412)
C (4.0108, 3.9542, 0.1911)
C (4.0144, 5.3147, -0.0951)
C (3.0698, 6.1510, 0.4792)
C (2.1070, 5.6205, 1.3299)
C (2.0899, 4.2615, 1.5984)
C (3.3205, -2.0737, 2.9910)
C (4.5961, -2.2160, 3.5313)
C (5.1104, -3.4856, 3.7175)
C (4.3593, -4.6036, 3.3589)
C (3.1159, -4.4297, 2.7796)
C (2.5701, -3.1601, 2.5612)
P (0.9846, -2.8807, 1.6694)
C (-0.2478, -3.3387, 2.9394)
C (0.0717, -3.4939, 4.2829)
C (-0.9237, -3.7380, 5.2237)
C (-2.2490, -3.8281, 4.8300)
C (-2.5794, -3.6582, 3.4899)
C (-1.5885, -3.4086, 2.5569)
C (1.0435, -4.3492, 0.5408)
C (2.0880, -4.3850, -0.3858)
C (2.1759, -5.3884, -1.3377)
C (1.2150, -6.3934, -1.3836)
C (0.1803, -6.3766, -0.4609)
C (0.0973, -5.3667, 0.4929)
H (2.9341, -1.0409, 5.4409)
H (3.3200, 0.8627, 6.9864)
H (3.6155, 3.1543, 6.0698)
H (3.4754, 3.5310, 3.6473)
H (5.6517, 1.4312, 2.4620)
H (7.7585, 0.5352, 1.5587)
H (7.8128, -0.4441, -0.7206)
H (5.7366, -0.5177, -2.0759)
H (3.6367, 0.3494, -1.1649)
H (4.7426, 3.3094, -0.2788)
H (4.7541, 5.7145, -0.7769)
H (3.0707, 7.2099, 0.2532)
H (1.3499, 6.2557, 1.7725)
H (1.3097, 3.8642, 2.2423)
H (5.1624, -1.3344, 3.7978)
H (6.1014, -3.6022, 4.1381)
H (4.7514, -5.6000, 3.5137)
H (2.5485, -5.2990, 2.4675)
H (1.1047, -3.4324, 4.6062)
H (-0.6552, -3.8499, 6.2669)
H (-3.0281, -4.0016, 5.5611)
H (-3.6146, -3.6678, 3.1755)
H (-1.8530, -3.1933, 1.5298)
H (2.8481, -3.6100, -0.3715)
H (2.9973, -5.3799, -2.0436)
H (1.2759, -7.1772, -2.1280)
H (-0.5751, -7.1531, -0.4771)
H (-0.7181, -5.3862, 1.2057)
B (2.3495, 1.8668, -3.4781)
N (1.2589, 2.8097, -2.8792)
C (0.8749, 3.9748, -3.4261)
C (0.1838, 4.7070, -2.4863)
C (0.1915, 3.8856, -1.3505)
N (0.8410, 2.7510, -1.5887)
N (2.0331, 0.3125, -3.3254)
C (2.4755, -0.6448, -4.1496)
C (2.3078, -1.8804, -3.5426)
C (1.7286, -1.5599, -2.3094)
N (1.5680, -0.2426, -2.1867)
H (2.4023, 2.0884, -4.6742)
H (3.4243, 2.0753, -2.9421)
H (1.1379, 4.1925, -4.4484)
H (-0.2624, 5.6799, -2.6008)
H (-0.2538, 4.0429, -0.3789)
H (2.8916, -0.3724, -5.1061)
H (2.5605, -2.8520, -3.9329)
H (1.4117, -2.2117, -1.5090)
Br (0.1853, 4.2099, 6.9384)
C (-0.3783, 3.6530, 5.2037)
C (-1.1542, 4.4994, 4.4309)
C (-1.5469, 4.1042, 3.1579)
C (-1.1534, 2.8656, 2.6338)
C (-0.3906, 2.0241, 3.4544)
C (-0.0041, 2.4063, 4.7265)
N (-1.4389, 2.4505, 1.3366)
C (-2.6071, 2.8072, 0.7844)
C (-3.0372, 2.3775, -0.5015)
C (-4.3528, 2.6855, -0.9577)
C (-4.7851, 2.2335, -2.1658)
C (-3.9294, 1.4519, -2.9767)
C (-2.6769, 1.1828, -2.4828)
N (-2.2193, 1.6049, -1.2944)
H (-1.4397, 5.4720, 4.8105)
H (-2.1182, 4.7845, 2.5391)
H (-0.1328, 1.0322, 3.0977)
H (0.5860, 1.7367, 5.3375)
H (-3.3420, 3.3642, 1.3653)
H (-5.0006, 3.2787, -0.3237)
H (-5.7884, 2.4704, -2.5016)
H (-4.2285, 1.0770, -3.9449)
H (-1.9770, 0.5979, -3.0761)
O (-3.8083, -0.5696, 2.5471)
C (-2.7319, -0.5401, 2.0198)
N (-1.6669, -0.5188, 1.4861)
O (-1.2185, -2.4350, -0.8831)
N (-1.6368, -3.3645, -1.6608)
C (-1.0247, -3.6044, -2.8439)
C (-1.4572, -4.6374, -3.6520)
C (-2.5246, -5.4297, -3.2718)
C (-3.1516, -5.1516, -2.0682)
C (-2.6981, -4.1186, -1.2774)
H (-0.2042, -2.9379, -3.0616)
H (-0.9314, -4.7962, -4.5836)
H (-2.8671, -6.2392, -3.9012)
H (-4.0000, -5.7222, -1.7166)
H (-3.1154, -3.8128, -0.3311)

***

No. 5
The following is a quantum chemistry calculation of a cluster of 5 separate species, C31H47N3O17 in total, from the OMol25 dataset.

Calculated values
SMILES string   CCNc1c(COC(C)=O)c2c(c(CC(C)C)c1N=C=O)C(=O)N(C)C2=O.COC(=O)OC.COC(=O)OC.COC(=O)OC.COC(=O)OC
E_HOMO   -9.21 eV
2S+1   1
Calculated total energy   -72184.812 eV
Orbital gap   8.5 eV

CARTESIAN COORDINATES (ANGSTROEM)
C (5.3540, 1.5350, -2.6655)
C (4.3507, 0.3171, -2.9212)
N (4.5714, -0.8065, -1.9375)
C (4.2939, -2.0444, -2.6607)
C (2.9262, -2.6340, -2.4763)
C (1.8958, -1.9263, -1.5345)
O (0.5235, -2.0869, -1.9249)
C (-0.3303, -2.3179, -0.8442)
C (-0.1406, -3.4238, 0.2453)
O (-1.3221, -1.6206, -0.7815)
C (2.5962, -3.8892, -3.1630)
C (3.6031, -4.5579, -4.0617)
C (4.9443, -3.9895, -4.2295)
C (6.0072, -4.7172, -5.1272)
C (6.8174, -5.7721, -4.2119)
C (5.9807, -7.0641, -3.8553)
C (7.3328, -5.1552, -2.8500)
C (5.3109, -2.7095, -3.5295)
N (6.6324, -2.0970, -3.6206)
C (6.8479, -1.6008, -4.7498)
O (7.2289, -1.4446, -5.8365)
C (2.9279, -5.8379, -4.6782)
O (3.3684, -6.7232, -5.3663)
N (1.5745, -5.6855, -4.2570)
C (0.4864, -6.0141, -5.1980)
C (1.3120, -4.7862, -3.1767)
O (0.3309, -4.8269, -2.4799)
H (5.6864, 1.5942, -1.5920)
H (4.8280, 2.5075, -2.8999)
H (6.2812, 1.4687, -3.3011)
H (4.4681, -0.0600, -3.9794)
H (3.3079, 0.7502, -2.8367)
H (5.5717, -0.7442, -1.7120)
H (2.1327, -2.2266, -0.4786)
H (2.1173, -0.8146, -1.5956)
H (-0.9129, -3.3360, 1.0658)
H (0.8658, -3.3169, 0.7604)
H (-0.1991, -4.4755, -0.1390)
H (6.7873, -4.0310, -5.5511)
H (5.4900, -5.3344, -5.9121)
H (7.7258, -6.1306, -4.7903)
H (5.0120, -6.7982, -3.3326)
H (6.5144, -7.7876, -3.1828)
H (5.7111, -7.5663, -4.8288)
H (8.0763, -4.3124, -2.9781)
H (6.4962, -4.8618, -2.1419)
H (7.9018, -5.9738, -2.3081)
H (-0.0950, -5.1280, -5.5678)
H (-0.2238, -6.7710, -4.7411)
H (0.9410, -6.5278, -6.0928)
C (-2.2060, 1.2184, -0.4495)
O (-2.2968, 2.5072, 0.1639)
C (-1.1363, 2.9914, 0.6164)
O (-0.0636, 2.4459, 0.5498)
O (-1.3778, 4.1926, 1.1607)
C (-0.2261, 4.8413, 1.6970)
H (-3.2056, 0.9327, -0.7739)
H (-1.5571, 1.2532, -1.3252)
H (-1.8506, 0.4768, 0.2643)
H (0.5112, 5.0297, 0.9149)
H (0.2091, 4.2487, 2.5027)
H (-0.5463, 5.7981, 2.1072)
C (0.8849, 7.8941, 6.9697)
O (-0.5349, 7.9148, 6.8326)
C (-1.0332, 6.8950, 6.1206)
O (-0.3952, 6.0071, 5.6142)
O (-2.3635, 7.0348, 6.0701)
C (-3.0346, 6.0088, 5.3356)
H (1.1721, 8.7622, 7.5614)
H (1.2082, 6.9941, 7.4949)
H (1.3674, 7.9646, 5.9937)
H (-2.8676, 5.0338, 5.7955)
H (-2.7088, 6.0042, 4.2943)
H (-4.1013, 6.2261, 5.3631)
C (-5.8754, 4.2750, 1.5952)
O (-6.1702, 4.5765, 2.9611)
C (-7.4553, 4.8606, 3.1974)
O (-8.3395, 4.8797, 2.3801)
O (-7.5886, 5.1213, 4.5073)
C (-8.9196, 5.4433, 4.9067)
H (-4.8094, 4.0616, 1.5254)
H (-6.4261, 3.3923, 1.2680)
H (-6.0994, 5.1294, 0.9545)
H (-9.5934, 4.6077, 4.7114)
H (-9.2668, 6.3445, 4.3991)
H (-8.9056, 5.6337, 5.9791)
C (-4.6798, -1.5747, 1.7234)
O (-5.5790, -1.6104, 2.8311)
C (-6.1928, -0.4443, 3.0658)
O (-6.0381, 0.5718, 2.4378)
O (-7.0036, -0.6028, 4.1199)
C (-7.7249, 0.5738, 4.4840)
H (-4.2355, -2.5637, 1.6217)
H (-5.2129, -1.3393, 0.8012)
H (-3.8815, -0.8527, 1.9017)
H (-8.3749, 0.8951, 3.6685)
H (-7.0392, 1.3739, 4.7680)
H (-8.3452, 0.3275, 5.3448)